(1)
This record from the Open Molecules 2025 dataset describes a molecular structure, C26H33AlBBrClF5LiMgN3O10P in a non-equilibrium geometry. The level of theory is ωB97M-V with the def2-TZVPD basis set.

Positions of all 84 atoms, in Å:
C: -3.105 -0.648 -4.235
O: -4.003 -0.963 -3.186
C: -3.869 -2.249 -2.677
C: -2.697 -2.424 -1.711
C: -3.045 -2.013 -0.259
C: -2.392 -2.880 0.820
C: -1.030 -2.314 1.250
C: -0.261 -1.544 0.184
C: 0.548 -2.424 -0.795
C: 1.885 -1.811 -1.079
C: 2.056 -0.461 -1.292
C: 3.345 0.018 -1.500
N: 4.423 -0.731 -1.521
N: 4.207 -2.003 -1.339
C: 3.039 -2.586 -1.122
H: -3.676 -0.333 -5.105
H: -2.472 0.183 -3.920
H: -2.467 -1.496 -4.488
H: -4.828 -2.467 -2.154
H: -3.795 -2.986 -3.498
H: -2.406 -3.475 -1.744
H: -1.919 -1.752 -2.067
H: -4.124 -2.116 -0.180
H: -2.792 -0.971 -0.110
H: -3.029 -2.827 1.704
H: -2.352 -3.941 0.573
H: -0.385 -3.114 1.616
H: -1.168 -1.645 2.091
H: 0.451 -0.927 0.741
H: -0.896 -0.842 -0.350
H: 0.726 -3.389 -0.321
H: 0.019 -2.583 -1.733
H: 1.211 0.210 -1.289
H: 3.470 1.080 -1.631
H: 5.031 -2.594 -1.340
H: 3.037 -3.652 -0.978
B: -7.455 -1.911 -3.252
F: -7.010 -1.433 -2.042
F: -6.978 -3.405 -3.220
F: -8.804 -1.965 -3.367
F: -6.817 -1.368 -4.327
Al: -5.667 -4.339 -2.349
Br: -4.912 0.264 0.360
C: -2.133 2.073 2.197
C: -2.906 2.597 3.136
C: -2.639 2.408 4.587
O: -3.368 2.908 5.412
C: -1.465 1.579 4.945
C: -0.688 1.028 4.014
C: -0.952 1.237 2.574
O: -0.286 0.741 1.697
H: -2.316 2.184 1.134
H: -3.801 3.180 2.919
H: -1.289 1.439 6.002
H: 0.163 0.407 4.259
N: 4.372 2.722 -3.253
C: 5.219 2.130 -4.081
C: 6.486 2.642 -4.397
C: 6.894 3.828 -3.826
C: 6.020 4.480 -2.948
C: 4.779 3.879 -2.709
H: 4.876 1.200 -4.517
H: 7.128 2.105 -5.082
H: 7.861 4.258 -4.051
H: 6.281 5.432 -2.481
H: 4.049 4.367 -2.048
O: 5.528 7.060 -1.358
P: 5.942 7.924 -2.533
O: 6.301 9.337 -2.100
O: 4.842 8.141 -3.564
O: 7.081 7.252 -3.299
Li: -4.302 4.429 1.737
Mg: 5.693 3.723 -0.448
Cl: 4.774 -2.692 1.191
C: -0.595 -1.832 7.484
C: -0.534 -3.327 7.249
O: -1.214 -3.458 6.009
C: -1.047 -2.306 5.321
O: -1.260 -2.178 4.160
O: -0.592 -1.323 6.140
F: -1.196 -4.017 8.198
H: -1.523 -1.546 7.980
H: 0.250 -1.448 8.047
H: 0.474 -3.733 7.149

Summary:
LUMO   -7.926 eV
HOMO-LUMO gap   1.305 eV
Charge   +1
Max |F|   1.61 eV/Å
HOMO level   -9.23 eV


(2)
This record from the Open Molecules 2025 dataset describes a molecular structure, C26H33AlO5 in a non-equilibrium geometry. The level of theory is ωB97M-V with the def2-TZVPD basis set.

Positions of all 65 atoms, in Å:
O: 0.077 0.952 -1.487
C: 1.305 1.341 -2.176
C: 0.600 2.386 -3.014
H: 1.730 0.420 -2.684
H: 2.010 1.821 -1.462
C: -0.656 2.175 -2.165
H: 0.446 1.992 -3.995
H: 1.025 3.387 -3.137
C: -1.955 1.663 -2.725
H: -1.954 0.937 -3.543
H: -2.536 2.535 -2.963
H: -2.495 1.177 -1.949
C: -0.912 3.236 -1.129
H: -0.126 3.393 -0.396
H: -1.731 2.914 -0.480
H: -1.069 4.227 -1.640
Al: -0.030 0.023 0.448
C: 0.967 1.892 1.723
C: 2.212 1.475 1.108
C: 2.744 2.573 0.376
H: 2.702 0.516 1.331
C: 1.932 3.713 0.617
C: 0.886 3.329 1.512
H: 0.137 4.019 1.933
H: 0.518 1.426 2.622
H: 3.603 2.580 -0.281
H: 2.043 4.702 0.133
C: -1.569 0.141 1.930
C: -2.490 1.245 1.918
C: -3.452 1.031 0.924
H: -2.472 2.093 2.580
C: -3.166 -0.181 0.267
C: -1.960 -0.768 0.821
H: -1.730 -1.840 0.741
H: -0.959 -0.116 2.803
H: -4.312 1.698 0.719
H: -3.842 -0.680 -0.435
O: -0.443 -1.562 -2.684
C: -0.825 -1.230 -4.105
C: 0.392 -1.510 -4.975
H: -1.073 -0.213 -4.142
H: -1.677 -1.856 -4.388
C: 1.045 -2.692 -4.221
H: 1.120 -0.665 -5.009
H: 0.065 -1.700 -5.989
C: 0.326 -2.754 -2.864
H: 2.101 -2.466 -4.095
H: 0.919 -3.594 -4.813
H: 1.038 -2.814 -2.039
H: -0.328 -3.649 -2.916
O: 1.033 -0.214 4.240
C: 0.725 -1.530 4.477
C: 0.284 -2.050 5.693
C: 0.124 -3.422 5.794
C: 0.374 -4.278 4.718
C: 0.829 -3.774 3.502
C: 0.950 -2.388 3.402
C: 1.626 -1.662 2.270
O: 2.818 -1.409 2.328
O: 0.840 -1.345 1.241
H: 0.957 0.296 5.060
H: 0.124 -1.366 6.514
H: -0.211 -3.863 6.724
H: 0.249 -5.356 4.818
H: 1.094 -4.363 2.617

Summary:
ΔE to the lowest compared entry with this formula, charge and spin   14.5 kcal per mole
LUMO   0.503 eV
HOMO-LUMO gap   7.410 eV
Charge   0
Max |F|   2.61 eV/Å
HOMO level   -6.91 eV


(3)
This record from the Open Molecules 2025 dataset describes a molecular structure, C26H33BF4IrN4OS. The level of theory is ωB97M-V with the def2-TZVPD basis set.

Positions of all 71 atoms, in Å:
Ir: -0.394 -0.802 0.505
C: -2.701 1.179 -0.659
C: -3.385 -0.126 -0.289
N: -2.736 -0.761 0.876
C: -3.136 -0.276 2.205
C: -2.526 1.067 2.583
S: -0.733 1.180 2.249
C: -0.624 2.594 1.109
C: -0.464 2.195 -0.356
N: -1.238 0.991 -0.701
H: -2.932 1.963 0.057
H: -3.067 1.524 -1.629
H: -3.305 -0.833 -1.115
H: -4.448 0.043 -0.097
H: -2.923 -1.757 0.815
H: -2.819 -1.026 2.929
H: -4.226 -0.198 2.271
H: -2.652 1.218 3.655
H: -3.016 1.901 2.088
H: 0.246 3.171 1.422
H: -1.503 3.212 1.288
H: 0.580 1.968 -0.561
H: -0.756 3.038 -0.990
H: -0.967 0.701 -1.640
C: 2.834 0.028 1.229
N: 1.658 -0.744 1.629
C: 1.767 -1.588 2.588
C: 0.654 -2.430 2.914
C: 0.604 -3.581 3.756
C: -0.612 -4.146 3.537
C: -1.282 -3.301 2.563
N: -0.534 -2.268 2.229
C: 2.691 1.499 1.535
C: 2.879 2.437 0.525
C: 2.840 3.795 0.811
C: 2.617 4.223 2.114
C: 2.437 3.290 3.129
C: 2.474 1.934 2.839
H: 2.950 -0.114 0.156
H: 3.716 -0.383 1.730
H: 2.706 -1.721 3.123
H: 1.395 -3.929 4.399
H: -1.019 -5.048 3.962
H: -2.252 -3.485 2.125
H: 3.080 2.105 -0.486
H: 3.004 4.518 0.024
H: 2.604 5.280 2.342
H: 2.284 3.620 4.147
H: 2.356 1.216 3.642
C: 2.705 -1.396 -2.703
C: 1.394 -0.732 -2.451
O: 1.045 -0.491 -1.288
C: 0.540 -0.367 -3.596
C: -0.845 -0.543 -3.531
C: -1.639 -0.180 -4.606
C: -1.062 0.381 -5.739
C: 0.313 0.552 -5.810
C: 1.117 0.161 -4.752
H: 3.151 -1.722 -1.767
H: 3.384 -0.711 -3.215
H: 2.558 -2.250 -3.366
H: -1.282 -1.048 -2.678
H: -2.705 -0.359 -4.574
H: -1.684 0.666 -6.576
H: 0.762 0.976 -6.697
H: 2.188 0.288 -4.825
F: 0.027 -3.668 -2.171
B: -0.404 -3.415 -0.922
F: 0.663 -2.838 -0.126
F: -1.002 -4.417 -0.229
F: -1.348 -2.264 -0.957

Summary:
ΔE to the lowest compared entry with this formula, charge and spin   0.0 kcal per mole
LUMO (spin up / spin down)   -5.901 / -8.589 eV
HOMO-LUMO gap (spin up / spin down)   8.553 / 6.088 eV
Charge   +2
Max |F|   0.51 eV/Å
2S+1   6
HOMO level (spin up / spin down)   -14.45 / -14.68 eV


(4)
This record from the Open Molecules 2025 dataset describes a molecular structure, C26H33Br2CoN3O4PSSi in a non-equilibrium geometry. The level of theory is ωB97M-V with the def2-TZVPD basis set.

Positions of all 72 atoms, in Å:
Co: 0.198 0.084 0.441
Br: -1.398 -3.647 -2.613
C: -2.228 -2.021 -2.123
C: -3.447 -1.667 -2.765
C: -4.116 -0.549 -2.401
Br: -5.737 -0.125 -3.254
C: -3.597 0.291 -1.387
C: -4.241 1.430 -0.852
C: -3.640 2.141 0.141
C: -2.351 1.772 0.571
N: -1.720 0.738 0.084
C: -2.349 -0.042 -0.837
C: -1.665 -1.235 -1.164
O: -0.535 -1.509 -0.477
H: -3.848 -2.305 -3.543
H: -5.218 1.714 -1.221
H: -4.131 2.996 0.590
H: -1.827 2.343 1.331
C: 2.268 -2.296 -1.182
Si: 2.193 -0.503 -0.792
C: 2.259 0.466 -2.340
C: 3.560 -0.058 0.357
H: 3.146 -2.432 -1.829
H: 1.382 -2.636 -1.725
H: 2.411 -2.918 -0.289
H: 3.240 0.254 -2.790
H: 2.184 1.545 -2.173
H: 1.482 0.164 -3.051
H: 4.446 -0.632 0.055
H: 3.335 -0.298 1.403
H: 3.799 1.010 0.287
O: 0.997 1.808 0.780
S: 1.762 2.647 1.798
C: 0.595 3.568 2.759
C: 0.642 3.414 4.137
C: -0.254 4.131 4.924
C: -1.183 4.968 4.323
C: -1.232 5.093 2.933
C: -0.333 4.402 2.142
C: 2.450 3.948 0.819
C: 2.117 4.059 -0.520
C: 2.691 5.088 -1.258
C: 3.582 5.966 -0.656
C: 3.914 5.825 0.689
C: 3.350 4.805 1.439
H: 1.381 2.758 4.590
H: -0.220 4.041 6.004
H: -1.866 5.544 4.939
H: -1.966 5.745 2.472
H: -0.332 4.523 1.063
H: 1.422 3.364 -0.970
H: 2.445 5.196 -2.308
H: 4.028 6.765 -1.237
H: 4.620 6.504 1.152
H: 3.601 4.688 2.491
N: -0.752 -3.729 0.612
C: 0.143 -3.619 1.801
P: -0.434 -2.152 2.723
O: -1.940 -2.228 2.698
O: 0.317 -0.944 2.211
C: -0.063 -2.379 4.520
N: -1.410 -2.442 5.217
H: -1.729 -3.767 0.908
H: -0.553 -4.530 0.026
H: -0.680 -2.825 0.035
H: 1.163 -3.456 1.461
H: 0.089 -4.523 2.403
H: 0.489 -1.509 4.861
H: 0.517 -3.269 4.746
H: -1.587 -3.338 5.659
H: -2.100 -2.317 4.432
H: -1.535 -1.714 5.910

Summary:
ΔE to the lowest compared entry with this formula, charge and spin   35.4 kcal per mole
LUMO (spin up / spin down)   -5.583 / -5.568 eV
HOMO-LUMO gap (spin up / spin down)   7.274 / 7.289 eV
Charge   +2
Max |F|   1.52 eV/Å
HOMO level (spin up / spin down)   -12.86 / -12.86 eV


(5)
This record from the Open Molecules 2025 dataset describes a gas-phase ion, C26H33Cl2OSi (charge +1) in a non-equilibrium geometry. The level of theory is ωB97M-V with the def2-TZVPD basis set.

Positions of all 63 atoms, in Å:
C: -3.563 -2.570 0.379
Si: -1.855 -3.125 0.824
C: -1.208 -2.706 2.506
C: -1.682 -4.956 0.567
O: -0.962 -2.278 -0.391
C: 0.127 -1.553 -0.437
C: -0.020 -0.114 -0.817
C: 1.217 0.371 -1.597
C: 1.403 -0.277 -2.982
C: 2.323 -1.497 -3.019
C: 1.613 -2.820 -2.686
C: 1.732 -3.299 -1.240
C: 1.407 -2.229 -0.171
H: -4.220 -2.610 1.257
H: -3.602 -1.554 -0.031
H: -3.965 -3.254 -0.381
H: -2.061 -2.707 3.206
H: -0.503 -3.483 2.839
H: -0.703 -1.734 2.581
H: -2.246 -5.452 1.373
H: -2.115 -5.261 -0.395
H: -0.639 -5.294 0.619
H: -0.870 -0.053 -1.524
H: 1.118 1.455 -1.751
H: 2.115 0.256 -0.971
H: 0.419 -0.528 -3.406
H: 1.838 0.480 -3.653
H: 2.690 -1.577 -4.053
H: 3.212 -1.344 -2.389
H: 0.544 -2.743 -2.939
H: 2.033 -3.604 -3.333
H: 1.060 -4.160 -1.102
H: 2.745 -3.671 -1.041
H: 2.200 -1.472 -0.108
H: 1.348 -2.711 0.828
Cl: -6.204 1.743 1.179
C: -4.536 1.395 0.986
C: -3.842 0.716 2.000
C: -2.461 0.505 1.865
C: -1.810 0.860 0.682
C: -0.288 0.639 0.450
C: 0.378 2.008 0.482
C: 1.545 2.290 1.110
C: 2.243 3.559 0.971
C: 3.521 3.775 1.550
C: 4.169 5.004 1.418
C: 3.551 6.040 0.700
Cl: 4.323 7.553 0.556
C: 2.302 5.843 0.094
C: 1.661 4.608 0.232
C: -2.515 1.520 -0.322
C: -3.871 1.822 -0.174
H: -4.382 0.360 2.878
H: -1.895 0.044 2.679
H: 0.111 0.055 1.294
H: -0.198 2.789 -0.024
H: 1.992 1.528 1.762
H: 3.998 2.958 2.096
H: 5.149 5.168 1.868
H: 1.839 6.640 -0.474
H: 0.694 4.461 -0.245
H: -1.999 1.818 -1.236
H: -4.406 2.373 -0.941

Summary:
ΔE to the lowest compared entry with this formula, charge and spin   0.0 kcal per mole
LUMO   -4.518 eV
HOMO-LUMO gap   6.095 eV
Charge   +1
Max |F|   3.04 eV/Å
HOMO level   -10.61 eV


(6)
This record from the Open Molecules 2025 dataset describes a molecular structure, C26H33ClCrN4O4Te. The level of theory is ωB97M-V with the def2-TZVPD basis set.

Positions of all 70 atoms, in Å:
Cr: -0.868 -0.189 0.756
Cl: -6.573 3.596 3.260
C: -5.085 2.790 2.914
C: -3.954 3.055 3.707
C: -2.757 2.433 3.464
C: -2.616 1.510 2.407
O: -1.461 0.938 2.210
C: -3.766 1.248 1.611
C: -3.748 0.316 0.541
O: -2.768 -0.339 0.129
C: -4.993 1.899 1.887
H: -4.042 3.762 4.521
H: -1.893 2.638 4.082
H: -4.696 0.152 0.018
H: -5.858 1.683 1.272
N: -1.228 -1.787 2.078
C: -1.479 -3.233 1.814
C: -0.547 -3.802 0.759
C: -0.972 -3.528 -0.692
C: -0.086 -2.538 -1.426
N: -0.365 -1.131 -1.046
H: -0.418 -1.714 2.693
H: -1.999 -1.428 2.638
H: -2.518 -3.334 1.501
H: -1.366 -3.772 2.755
H: -0.479 -4.877 0.924
H: 0.463 -3.417 0.941
H: -2.003 -3.158 -0.719
H: -0.978 -4.464 -1.252
H: -0.218 -2.631 -2.505
H: 0.968 -2.747 -1.234
H: -1.164 -0.829 -1.603
H: 0.426 -0.549 -1.435
N: 5.497 0.765 3.921
C: 5.205 0.162 2.744
O: 6.039 -0.355 2.037
C: 3.747 0.117 2.345
C: 3.416 -0.696 1.282
C: 2.098 -0.765 0.863
N: 1.104 -0.103 1.473
C: 1.435 0.709 2.497
C: 2.724 0.853 2.948
H: 6.460 0.762 4.216
H: 4.798 1.061 4.575
H: 4.187 -1.244 0.760
H: 1.834 -1.402 0.037
H: 0.612 1.231 2.965
H: 2.911 1.542 3.759
Te: 2.157 1.101 -1.917
C: 3.670 0.463 -3.241
C: 4.248 -0.798 -3.117
C: 5.244 -1.212 -3.990
C: 5.681 -0.368 -5.001
C: 5.113 0.891 -5.130
C: 4.116 1.304 -4.258
H: 3.918 -1.466 -2.329
H: 5.682 -2.196 -3.877
H: 6.460 -0.689 -5.681
H: 5.447 1.558 -5.915
H: 3.680 2.288 -4.370
C: 0.045 3.465 0.549
C: -0.547 2.636 -0.536
C: -0.955 3.310 -1.795
O: -0.701 1.415 -0.428
H: 0.688 4.233 0.123
H: 0.598 2.853 1.251
H: -0.773 3.972 1.072
H: -1.442 4.263 -1.586
H: -1.580 2.662 -2.403
H: -0.031 3.514 -2.346

Summary:
ΔE to the lowest compared entry with this formula, charge and spin   22.6 kcal per mole
LUMO (spin up / spin down)   -3.823 / -4.101 eV
HOMO-LUMO gap (spin up / spin down)   4.551 / 4.259 eV
Charge   +1
Max |F|   0.37 eV/Å
2S+1   4
HOMO level (spin up / spin down)   -8.37 / -8.36 eV


(7)
This record from the Open Molecules 2025 dataset describes a molecular structure, C26H33ClNW in a non-equilibrium geometry. The level of theory is ωB97M-V with the def2-TZVPD basis set.

Positions of all 62 atoms, in Å:
C: 1.332 -2.120 0.815
C: 2.169 -1.163 0.132
C: 1.539 -0.849 -1.125
C: 0.321 -1.613 -1.222
C: 0.178 -2.373 -0.006
W: 0.207 -0.284 0.472
C: -2.018 1.576 -1.176
C: -1.648 0.924 0.177
H: -1.761 1.648 0.997
C: -1.930 -0.464 0.533
H: -2.482 -1.098 -0.168
H: -2.155 -0.680 1.590
C: -2.700 2.946 -0.897
H: -2.047 3.619 -0.329
H: -2.919 3.437 -1.858
H: -3.640 2.819 -0.353
C: -3.074 0.781 -1.959
H: -2.682 -0.150 -2.381
H: -3.950 0.560 -1.344
H: -3.425 1.405 -2.793
C: 3.472 -0.617 0.609
H: 3.473 -0.457 1.694
H: 4.295 -1.310 0.381
H: 3.709 0.342 0.131
C: 2.167 -0.056 -2.218
H: 2.559 0.894 -1.836
H: 3.002 -0.607 -2.682
H: 1.440 0.188 -2.998
C: -0.537 -1.738 -2.435
H: -0.506 -0.829 -3.049
H: -0.212 -2.574 -3.077
H: -1.587 -1.930 -2.182
C: -0.895 -3.362 0.302
H: -1.804 -3.183 -0.281
H: -0.562 -4.383 0.073
H: -1.168 -3.345 1.364
C: 1.670 -2.858 2.064
H: 0.786 -3.010 2.700
H: 2.068 -3.855 1.817
H: 2.440 -2.330 2.643
C: -0.846 1.857 -2.059
C: 0.130 2.522 -1.434
C: -0.847 1.771 -3.476
C: 1.117 3.245 -2.095
H: 0.066 2.361 -0.344
C: 0.115 2.501 -4.173
H: -1.601 1.205 -4.022
C: 1.070 3.264 -3.491
H: 1.866 3.789 -1.520
H: 0.106 2.466 -5.263
H: 1.797 3.858 -4.053
Cl: 0.683 4.676 3.460
C: 0.827 2.963 3.427
C: 1.254 2.270 4.562
C: 1.290 0.878 4.474
C: 0.889 0.233 3.312
N: 0.586 0.915 2.171
C: 0.491 2.288 2.253
H: 1.523 2.814 5.460
H: 1.626 0.272 5.316
H: 0.794 -0.855 3.271
H: 0.128 2.846 1.395

Summary:
LUMO (spin up / spin down)   -3.922 / -3.907 eV
HOMO-LUMO gap (spin up / spin down)   6.841 / 6.814 eV
Charge   +1
Max |F|   5.55 eV/Å
2S+1   3
HOMO level (spin up / spin down)   -10.76 / -10.72 eV